*i*
Below is C4H10O in the gas phase, with properties calculated with ωB97M-V/def2-TZVPD.

Last column: natural (NBO) charge in e.
CARTESIAN COORDINATES (ANGSTROEM)
C  -0.3365  0.8011  1.2299  -0.70
C  0.0706  0.0122  -0.0009  0.27
C  0.3482  0.8505  -1.2370  -0.63
C  -0.7341  -1.2452  -0.2709  -0.64
O  1.5114  -0.4107  0.4417  -0.79
H  -1.1702  0.3926  1.8141  0.21
H  0.6666  0.5145  1.6294  0.29
H  -0.4312  1.8880  1.1083  0.21
H  0.9655  1.7097  -0.9577  0.22
H  0.9076  0.2356  -1.9443  0.22
H  -0.5572  1.2282  -1.7316  0.21
H  -1.7199  -1.0583  -0.7163  0.22
H  -0.1624  -1.8725  -0.9585  0.22
H  -0.9029  -1.7907  0.6647  0.21
H  1.5446  -1.2550  0.9292  0.47

Computed properties:
multiplicity = 1
HOMO energy = -10.1034 eV
SMILES = CC(C)(C)O
charge = 0
HOMO-LUMO gap = 11.03 eV
LUMO energy = 0.92 eV


*ii*
Below is 2 unconnected molecules or ions with the total composition C4H10O, with properties calculated with ωB97M-V/def2-TZVPD.

Last column: natural (NBO) charge in e.
CARTESIAN COORDINATES (ANGSTROEM)
C  -0.3829  1.5036  -0.3009  -0.43
C  0.1149  0.4047  -0.8493  0.03
C  1.4022  0.3088  -1.6347  -0.65
C  -0.5029  -0.9612  -0.6050  -0.64
H  -1.3062  1.6012  0.2815  0.21
H  0.2394  2.3975  -0.4230  0.19
H  1.7283  1.2178  -2.1676  0.22
H  1.4552  -0.5452  -2.3307  0.22
H  2.0961  0.1238  -0.7974  0.23
H  -0.8787  -1.4008  -1.5442  0.21
H  -1.3398  -0.8905  0.1100  0.21
H  0.2637  -1.6332  -0.1840  0.21
O  -0.6611  -0.5195  3.2976  -0.94
H  -1.2757  -1.1860  2.9152  0.47
H  -0.9525  -0.4209  4.2323  0.47

Computed properties:
multiplicity = 1
HOMO energy = -9.0580 eV
SMILES = C=C(C)C.O
charge = 0
HOMO-LUMO gap = 9.87 eV
LUMO energy = 0.81 eV


*iii*
Below is 2 unconnected molecules or ions with the total composition C4H10O, with properties calculated with ωB97M-V/def2-TZVPD.

Last column: natural (NBO) charge in e.
CARTESIAN COORDINATES (ANGSTROEM)
C  0.8757  -0.3561  -0.6091  -0.44
C  1.9395  -0.1782  0.1424  -0.16
C  2.1190  0.9888  1.0121  -0.65
H  0.6597  -1.2547  -1.1678  0.18
H  0.3803  0.4461  -1.1914  0.21
H  2.7325  -1.0403  0.2499  0.19
H  1.8613  0.7319  2.0162  0.22
H  3.2946  1.0226  0.9703  0.21
H  1.5296  1.8806  0.6944  0.23
C  -2.5225  -0.7794  -0.4483  -0.27
O  -2.0943  0.6824  -0.3954  -0.74
H  -3.1655  -0.9154  0.4774  0.17
H  -3.0979  -0.9181  -1.4381  0.18
H  -1.6444  -1.3753  -0.3571  0.19
H  -2.8676  1.0651  0.0447  0.46

Computed properties:
multiplicity = 1
HOMO energy = -9.0953 eV
SMILES = C=CC.CO
charge = 0
HOMO-LUMO gap = 10.06 eV
LUMO energy = 0.97 eV


Which of them is most stable, and which least? Most stable: *ii*; least stable: *iii*.


*i*
Below is C4H10O in the gas phase, with properties calculated with ωB97M-V/def2-TZVPD.

Last column: natural (NBO) charge in e.
CARTESIAN COORDINATES (ANGSTROEM)
C  1.8211  -0.4902  -0.7620  -0.25
O  0.9852  -0.4533  0.3693  -0.55
C  -0.1640  0.3655  0.2383  0.11
C  -1.1337  -0.1415  -0.8261  -0.64
C  -0.8070  0.4066  1.6139  -0.62
H  2.8611  -0.4683  -0.4162  0.19
H  1.6618  0.3756  -1.4225  0.17
H  1.6625  -1.4061  -1.3494  0.17
H  0.1634  1.3833  -0.0426  0.15
H  -1.4905  -1.1455  -0.5708  0.21
H  -0.6624  -0.1844  -1.8141  0.21
H  -1.9991  0.5274  -0.8970  0.21
H  -1.6620  1.0900  1.6251  0.21
H  -0.0792  0.7339  2.3614  0.22
H  -1.1570  -0.5931  1.8925  0.21

Computed properties:
multiplicity = 1
HOMO energy = -9.6802 eV
SMILES = COC(C)C
charge = 0
HOMO-LUMO gap = 10.84 eV
LUMO energy = 1.16 eV


*ii*
Below is C4H10O in the gas phase, with properties calculated with ωB97M-V/def2-TZVPD.

Last column: natural (NBO) charge in e.
CARTESIAN COORDINATES (ANGSTROEM)
C  -0.5895  1.5910  0.5895  -0.25
O  0.4130  0.7481  0.1610  -0.56
C  -0.0246  -0.5813  -0.0763  0.09
C  -0.1211  -0.2322  -1.6794  -0.61
C  0.9072  -1.3726  0.9479  -0.62
H  -0.2190  2.6083  0.4644  0.19
H  -0.7703  1.3693  1.6435  0.16
H  -1.5423  1.4872  0.0406  0.16
H  -1.0401  -0.7718  0.3397  0.16
H  0.7764  -0.5194  -2.2223  0.21
H  -0.2047  0.8738  -1.8820  0.22
H  -1.0116  -0.6507  -2.1291  0.19
H  0.6072  -2.3888  1.2437  0.21
H  0.8534  -0.7749  1.8850  0.22
H  1.9660  -1.3859  0.6738  0.21

Computed properties:
multiplicity = 1
HOMO energy = -9.0197 eV
SMILES = COC(C)C
charge = 0
HOMO-LUMO gap = 10.12 eV
LUMO energy = 1.10 eV


Which of them is most stable, and which least? Most stable: *i*; least stable: *ii*.


*i*
Below is 2 unconnected molecules or ions with the total composition C4H10O, with properties calculated with ωB97M-V/def2-TZVPD.

Last column: natural (NBO) charge in e.
CARTESIAN COORDINATES (ANGSTROEM)
C  1.1297  1.8648  -0.9414  -0.64
C  1.1159  0.8793  0.1813  -0.17
C  1.9384  -0.1376  0.4387  -0.21
C  1.7295  -1.0550  1.6041  -0.64
H  2.0698  1.9643  -1.4913  0.21
H  0.9227  2.8548  -0.5041  0.21
H  0.3030  1.6914  -1.6318  0.22
H  0.3161  1.0897  0.8910  0.18
H  2.8918  0.0045  -0.0546  0.20
H  2.6841  -1.3946  2.0207  0.21
H  1.2626  -1.9801  1.2452  0.22
H  1.0989  -0.6022  2.3650  0.21
O  -5.5775  -1.6888  -1.6790  -0.94
H  -5.7069  -1.0735  -0.9442  0.47
H  -6.1782  -2.4169  -1.4996  0.47

Computed properties:
multiplicity = 1
HOMO energy = -8.9775 eV
SMILES = C/C=C/C.O
charge = 0
HOMO-LUMO gap = 10.03 eV
LUMO energy = 1.05 eV


*ii*
Below is 2 unconnected molecules or ions with the total composition C4H10O, with properties calculated with ωB97M-V/def2-TZVPD.

Last column: natural (NBO) charge in e.
CARTESIAN COORDINATES (ANGSTROEM)
C  2.1728  0.3888  0.0202  -0.64
C  0.7772  0.5765  -0.4763  -0.26
C  -0.2393  0.2233  0.2840  0.11
O  -1.4770  0.7339  0.0760  -0.51
C  -2.4684  0.0876  0.8290  -0.25
H  2.3690  -0.5540  0.5523  0.21
H  2.9219  0.5593  -0.7530  0.22
H  2.2375  1.1859  0.7485  0.22
H  0.6201  1.2875  -1.2839  0.21
H  -0.0991  -0.4696  1.1250  0.16
H  -3.4221  0.5550  0.5775  0.20
H  -2.4991  -0.9769  0.5809  0.17
H  -2.2618  0.2093  1.8978  0.17
H  1.5358  -1.5975  -1.5879  -0.03
H  0.8275  -1.3769  -1.5059  0.02

Computed properties:
multiplicity = 1
HOMO energy = -8.2876 eV
SMILES = C/C=C/OC.[H][H]
charge = 0
HOMO-LUMO gap = 9.43 eV
LUMO energy = 1.15 eV


*iii*
Below is C4H10O in the gas phase, with properties calculated with ωB97M-V/def2-TZVPD.

Last column: natural (NBO) charge in e.
CARTESIAN COORDINATES (ANGSTROEM)
C  2.4612  -0.4705  0.2276  -0.60
C  0.9937  -0.6532  0.6185  -0.39
C  0.0801  0.2869  -0.1747  -0.43
C  -1.3866  0.0523  0.1429  -0.05
O  -2.2476  0.7373  -0.7610  -0.72
H  2.6170  -0.4898  -0.8477  0.20
H  3.0983  -1.2365  0.6656  0.21
H  2.8057  0.4873  0.6123  0.20
H  0.6397  -1.6859  0.5558  0.20
H  0.9291  -0.3714  1.6752  0.19
H  0.3267  1.3160  0.0916  0.19
H  0.2108  0.0832  -1.2339  0.20
H  -1.5883  0.3814  1.1591  0.15
H  -1.6417  -1.0096  0.0444  0.17
H  -1.8351  1.5811  -0.9879  0.46

Computed properties:
multiplicity = 1
HOMO energy = -10.2043 eV
SMILES = CCCCO
charge = 0
HOMO-LUMO gap = 11.29 eV
LUMO energy = 1.08 eV


Which of them is most stable, and which least? Most stable: *iii*; least stable: *ii*.


*i*
Below is C4H10O in the gas phase, with properties calculated with ωB97M-V/def2-TZVPD.

Last column: natural (NBO) charge in e.
CARTESIAN COORDINATES (ANGSTROEM)
C  -0.7120  1.4331  1.6439  -0.62
C  -0.7902  0.3649  0.5693  -0.06
O  0.0804  0.7328  -0.4753  -0.54
C  0.3092  -0.2743  -1.4392  -0.06
C  1.1638  -1.4327  -0.9023  -0.65
H  -1.2792  1.1332  2.5308  0.21
H  -1.1088  2.3871  1.2885  0.21
H  0.3318  1.5886  1.9319  0.21
H  -0.5029  -0.6053  1.0017  0.16
H  -1.8218  0.2524  0.1951  0.16
H  0.8283  0.2380  -2.2545  0.19
H  -0.6479  -0.6446  -1.8403  0.16
H  2.2103  -1.3447  -1.2158  0.21
H  0.7883  -2.4099  -1.2277  0.21
H  1.1507  -1.4188  0.1938  0.21

Computed properties:
multiplicity = 1
HOMO energy = -9.7347 eV
SMILES = CCOCC
charge = 0
HOMO-LUMO gap = 10.94 eV
LUMO energy = 1.20 eV


*ii*
Below is C4H10O in the gas phase, with properties calculated with ωB97M-V/def2-TZVPD.

Last column: natural (NBO) charge in e.
CARTESIAN COORDINATES (ANGSTROEM)
C  1.9312  -0.2270  -0.6084  -0.25
O  0.8881  -0.6097  0.2474  -0.55
C  -0.2605  0.2226  0.1279  0.10
C  -1.2498  -0.4346  -0.8397  -0.63
C  -0.7603  0.4715  1.5450  -0.62
H  2.6456  -1.0526  -0.6513  0.19
H  2.4449  0.6711  -0.2302  0.16
H  1.5736  -0.0168  -1.6290  0.16
H  0.0438  1.1931  -0.2942  0.16
H  -1.8073  -1.2472  -0.3624  0.21
H  -0.6940  -0.8747  -1.6755  0.21
H  -1.9680  0.2796  -1.2570  0.21
H  -1.5506  1.2285  1.5894  0.21
H  0.0869  0.8222  2.1427  0.22
H  -1.1311  -0.4492  2.0058  0.21

Computed properties:
multiplicity = 1
HOMO energy = -9.6692 eV
SMILES = COC(C)C
charge = 0
HOMO-LUMO gap = 10.82 eV
LUMO energy = 1.15 eV


Which of them is most stable, and which least? Most stable: *ii*; least stable: *i*.


*i*
Below is C4H10O in the gas phase, with properties calculated with ωB97M-V/def2-TZVPD.

Last column: natural (NBO) charge in e.
CARTESIAN COORDINATES (ANGSTROEM)
C  -0.2592  -2.0180  0.4659  -0.60
C  -0.6151  -0.5874  0.0288  -0.41
C  0.4405  0.5320  0.0627  0.10
C  0.0963  1.6826  -0.9554  -0.63
O  0.5061  0.9455  1.4219  -0.73
H  0.0680  -2.0834  1.5091  0.21
H  0.5249  -2.4479  -0.1666  0.20
H  -1.1418  -2.6684  0.3671  0.21
H  -0.9912  -0.6248  -0.9956  0.20
H  -1.4418  -0.2292  0.6609  0.21
H  1.3969  0.3169  -0.3862  0.16
H  0.1327  1.3316  -2.0056  0.21
H  -0.9037  2.0491  -0.7478  0.20
H  0.8051  2.5278  -0.9090  0.21
H  1.3823  1.2738  1.6495  0.47

Computed properties:
multiplicity = 1
HOMO energy = -10.0554 eV
SMILES = CC[C@@H](C)O
charge = 0
HOMO-LUMO gap = 11.02 eV
LUMO energy = 0.97 eV


*ii*
Below is 2 unconnected molecules or ions with the total composition C4H10O, with properties calculated with ωB97M-V/def2-TZVPD.

Last column: natural (NBO) charge in e.
CARTESIAN COORDINATES (ANGSTROEM)
C  1.7175  -1.2558  0.8262  -0.41
C  1.0000  -0.1606  0.5951  -0.15
C  0.3242  0.1766  -0.7053  -0.47
C  -0.9890  0.9525  -0.6194  -0.05
O  -1.2088  1.4788  -1.9167  -0.72
H  1.8159  -2.0440  0.0835  0.19
H  2.2029  -1.4244  1.7839  0.20
H  0.9060  0.5743  1.3957  0.19
H  0.1763  -0.7258  -1.3113  0.21
H  1.0071  0.8247  -1.2671  0.23
H  -1.8204  0.3005  -0.3119  0.16
H  -0.9123  1.7631  0.1256  0.15
H  -2.0674  1.9160  -1.9332  0.47
H  -0.7375  -1.3390  1.5978  0.02
H  -1.4147  -1.0367  1.6570  -0.03

Computed properties:
multiplicity = 1
HOMO energy = -9.5561 eV
SMILES = C=CCCO.[H][H]
charge = 0
HOMO-LUMO gap = 10.53 eV
LUMO energy = 0.97 eV


*iii*
Below is C4H10O in the gas phase, with properties calculated with ωB97M-V/def2-TZVPD.

Last column: natural (NBO) charge in e.
CARTESIAN COORDINATES (ANGSTROEM)
C  -1.2968  -1.2996  0.7567  -0.61
C  -0.9437  0.0368  0.1055  -0.41
C  0.5125  0.0628  -0.3604  0.10
C  1.0276  1.4539  -0.7186  -0.63
O  1.2928  -0.4705  0.7045  -0.73
H  -0.6385  -1.4858  1.6084  0.23
H  -1.1585  -2.1274  0.0505  0.20
H  -2.3336  -1.3173  1.1054  0.21
H  -1.5949  0.2283  -0.7579  0.20
H  -1.1133  0.8584  0.8141  0.20
H  0.5945  -0.5930  -1.2443  0.15
H  0.5614  1.8565  -1.6246  0.21
H  0.8465  2.1478  0.1096  0.21
H  2.1105  1.4129  -0.8866  0.21
H  2.1333  -0.7638  0.3377  0.47

Computed properties:
multiplicity = 1
HOMO energy = -10.2764 eV
SMILES = CC[C@@H](C)O
charge = 0
HOMO-LUMO gap = 11.26 eV
LUMO energy = 0.98 eV


Which of them is most stable, and which least? Most stable: *iii*; least stable: *ii*.